Here is a structure of composition C40H38N7O8P2S2Tl at a distorted geometry from OMol25. Energies are from the ωB97M-V functional and the def2-TZVPD basis.

```
98
C40H38N7O8P2S2Tl, DFT the ωB97M-V functional and the def2-TZVPD basis
Tl -0.82 0.98 -1.18
S 0.93 -0.86 1.51
S -1.89 -1.65 -3.60
P -1.85 3.25 -3.82
P 0.39 4.71 -2.79
O -2.27 3.09 -2.36
O -0.88 2.01 -4.20
O 1.82 0.22 2.00
O 0.97 3.32 -2.57
O -0.47 5.14 -1.50
O -2.89 3.40 -4.87
O -0.81 4.52 -3.91
O 1.30 5.79 -3.21
N -2.23 -0.28 -5.88
N -0.09 -0.72 -5.53
N -2.36 -1.19 1.43
N 1.22 -1.24 -3.64
N -1.58 2.59 2.19
N -1.87 1.47 1.71
N 0.33 2.68 0.72
C 3.31 0.32 -4.56
C -0.31 3.08 1.83
C 5.53 -1.23 1.35
C -3.57 0.18 -5.54
C 5.90 -1.82 0.15
C 0.45 -0.96 4.24
C 2.17 0.16 -5.32
C -5.77 0.06 1.84
C -3.07 -3.22 2.62
C 3.34 -2.25 1.19
C 4.25 -1.44 1.86
C -1.38 -0.84 -4.96
C 1.44 4.63 2.35
C 1.80 -0.20 6.57
C 2.32 -1.05 -2.91
C -0.23 -0.08 -6.77
C 1.96 -2.43 1.73
C 1.13 -0.62 -4.80
C 5.00 -2.63 -0.53
C -2.36 -2.55 1.59
C -4.23 1.87 2.20
C -3.15 1.02 1.87
C -2.05 -5.33 2.04
C 1.70 -1.54 6.23
C -5.52 1.41 2.19
C -1.48 -3.33 0.81
C -0.20 -1.31 2.94
C 2.10 4.22 1.20
C 3.39 -0.28 -3.31
C -3.38 -0.39 1.62
C 0.23 4.06 2.67
C -1.34 -4.69 1.03
C -1.52 0.20 -6.96
C 3.74 -2.84 -0.01
C 0.55 0.39 4.60
C -4.76 -0.81 1.58
C 1.04 -1.91 5.06
C 1.49 3.24 0.42
C 1.22 0.77 5.75
C -2.91 -4.58 2.83
H 6.23 -0.61 1.90
H 0.10 1.14 3.96
H 2.32 -1.54 -1.95
H 5.29 -3.08 -1.47
H -2.01 0.69 -7.78
H -4.00 2.91 2.39
H 1.40 -3.22 1.22
H -4.96 -1.83 1.28
H 2.14 -2.29 6.86
H -1.95 -6.40 2.20
H -0.43 -2.37 2.84
H -0.01 2.25 -3.75
H -1.08 -0.72 2.74
H -3.88 -0.33 -4.64
H 1.87 5.39 2.98
H 2.33 0.10 7.47
H -4.26 -0.05 -6.36
H -0.67 -5.26 0.39
H 0.96 -2.96 4.80
H 1.95 2.90 -0.50
H -0.94 -2.84 0.01
H -0.32 4.34 3.56
H -3.72 -2.64 3.27
H -3.54 1.26 -5.36
H -6.34 2.08 2.40
H 0.61 0.10 -7.41
H 4.25 -0.15 -2.67
H 2.07 0.68 -6.25
H -6.80 -0.28 1.77
H 3.04 -3.48 -0.55
H 4.11 0.96 -4.92
H -3.46 -5.06 3.63
H 3.95 -0.97 2.79
H -1.25 4.53 -1.49
H 6.89 -1.64 -0.26
H 1.99 -2.59 2.81
H 3.03 4.66 0.89
H 1.29 1.82 6.00
```

Calculated values
Charge: -2
Relative energy (zero: lowest compared OMol25 entry of this formula, charge and spin) (kcal per mole): 40.63

***

Here is a structure of composition C40H40BaF5N4OPTe at a distorted geometry from OMol25. Energies are from the ωB97M-V functional and the def2-TZVPD basis.

```
93
C40H40BaF5N4OPTe, DFT the ωB97M-V functional and the def2-TZVPD basis
Ba 0.05 -0.96 -0.74
Te -0.23 -3.43 -2.45
P 0.70 2.86 2.32
F -1.93 -4.07 -2.76
F 1.60 -3.56 -2.57
F 0.52 -1.53 -2.80
F 0.04 -5.25 -2.41
F -0.21 -3.35 -4.28
O -0.32 -3.15 -0.68
N -0.02 -1.85 1.74
N -1.00 1.83 -2.02
N -2.31 -0.61 0.45
N -2.01 -1.53 -2.32
C 2.34 0.65 1.72
C -4.41 -2.22 -3.51
C -1.61 3.00 -4.02
C 0.39 4.59 5.41
C -2.15 -0.65 1.91
C 3.49 -0.63 3.51
C -2.35 1.85 0.00
C 1.58 4.30 3.11
C 2.58 4.76 2.24
C 2.94 0.19 4.51
C 2.13 1.24 4.11
C -1.91 3.53 3.16
C -3.08 -1.91 -1.55
C -3.37 -1.75 -4.29
C -2.12 2.28 -1.42
C -2.18 -1.42 -3.67
C 2.26 6.04 4.64
C 3.42 5.82 2.56
C -3.03 3.09 -2.09
C -0.75 2.20 -3.28
C -1.10 1.41 4.03
C -4.27 -2.26 -2.12
C 1.41 4.96 4.35
C -3.34 2.13 4.55
C -1.15 -1.67 2.44
C -2.77 3.45 -3.41
C 0.90 -2.72 2.18
C -2.90 -1.89 -0.03
C 3.22 -0.40 2.18
C 1.79 1.48 2.77
C 0.76 -3.41 3.37
C 3.24 6.48 3.77
C -0.39 -3.20 4.11
C -3.12 3.29 3.81
C -1.37 -2.33 3.64
C -0.86 2.58 3.30
C 2.16 0.82 0.30
C -2.32 1.19 4.66
C -1.75 4.79 2.34
C -3.16 0.54 0.08
H -3.87 -2.08 0.44
H -5.34 -2.55 -3.97
H -3.92 4.03 3.73
H -3.12 -0.82 2.40
H -3.98 0.65 0.80
H -5.08 -2.61 -1.49
H -3.61 0.34 -0.89
H -1.33 -1.07 -4.23
H 1.87 1.85 0.04
H 3.08 0.53 -0.22
H -2.28 -2.15 4.19
H -3.92 3.43 -1.58
H -0.53 -3.71 5.06
H -2.22 -2.71 0.26
H -0.31 0.68 4.13
H -1.03 5.49 2.80
H -1.37 3.27 -5.04
H 3.88 7.32 4.05
H -3.45 -1.68 -5.37
H -1.35 4.56 1.34
H -1.80 0.34 2.23
H 1.53 -4.10 3.70
H 2.13 6.54 5.60
H -2.70 5.32 2.23
H 0.17 1.83 -3.72
H 1.79 -2.85 1.55
H 4.16 -1.44 3.79
H -2.86 2.64 0.55
H -1.37 1.71 0.46
H -2.48 0.27 5.23
H -0.57 5.09 5.23
H -4.29 1.97 5.05
H 4.19 6.15 1.86
H 0.75 4.91 6.39
H -3.47 4.07 -3.95
H 0.19 3.52 5.46
H 3.17 0.03 5.56
H 2.71 4.26 1.28
H 3.69 -1.02 1.43
H 1.74 1.91 4.88
```

Calculated values
Relative energy (zero: lowest compared OMol25 entry of this formula, charge and spin) (kcal per mole): 165.11

***

Here is a structure of composition C40H40I2N4O3SiV at a distorted geometry from OMol25. Energies are from the ωB97M-V functional and the def2-TZVPD basis.

```
91
C40H40I2N4O3SiV, DFT the ωB97M-V functional and the def2-TZVPD basis
I -8.14 2.44 -2.13
I -4.57 -2.28 -2.65
V -0.91 0.69 -0.84
Si 1.89 -1.57 -0.74
O -2.48 -0.13 -1.43
O 2.36 6.51 0.96
O -0.30 2.87 5.59
N -0.81 0.83 1.09
N 0.03 2.37 -0.74
N -0.12 -3.40 -1.58
N -2.82 2.38 -0.67
C 0.61 4.23 0.70
C 6.07 -1.12 -0.91
C -5.25 3.72 -0.91
C 2.23 -2.44 3.35
C 2.26 -0.05 3.11
C 3.98 -1.57 -2.67
C -1.00 -3.58 -0.42
C -6.04 0.33 -2.25
C -0.58 -5.75 -2.43
C -0.92 1.42 3.81
C 2.07 -2.57 1.97
C 0.87 4.39 -1.68
C -1.03 1.69 5.27
C -2.95 3.62 -0.28
C -1.38 -5.06 -0.16
C -3.70 0.39 -1.60
C -0.51 -4.22 -2.73
C 0.39 3.13 -1.81
C 1.00 4.96 -0.38
C 1.33 -3.29 -1.31
C -1.31 0.15 3.32
C -0.46 2.36 2.93
C -0.46 -6.01 -0.93
C 2.08 -0.19 1.74
C 6.34 -1.27 -2.26
C -6.24 1.62 -1.89
C -0.38 2.06 1.56
C -4.77 -0.29 -2.11
C 0.85 -0.29 -1.52
C 4.76 -1.19 -0.43
C 1.55 6.36 -0.21
C 3.68 -1.42 -1.30
C -3.91 1.75 -1.20
C 5.28 -1.49 -3.15
C 0.10 2.92 0.53
C -1.24 -0.10 1.99
C 2.33 -1.18 3.92
C 1.99 -1.45 1.13
C -4.15 4.33 -0.38
C -5.17 2.38 -1.34
H 1.55 0.50 -1.81
H -0.69 -7.05 -0.70
H 1.86 -3.49 -2.24
H -2.09 1.80 5.52
H -0.65 0.83 5.82
H 0.73 7.07 -0.09
H 6.89 -0.94 -0.21
H 4.58 -1.08 0.63
H 0.57 -5.84 -0.61
H -4.20 5.36 -0.04
H 0.46 -0.74 -2.45
H 5.48 -1.61 -4.21
H 7.35 -1.21 -2.63
H 0.20 -4.02 -3.54
H 2.29 -3.33 3.97
H -6.19 4.25 -1.01
H -6.87 -0.25 -2.65
H 0.20 -6.29 -2.98
H 1.15 4.95 -2.57
H -0.49 -3.17 0.45
H 0.69 4.65 1.70
H -2.42 -5.24 -0.49
H 2.08 6.64 -1.11
H -0.37 3.03 6.53
H 3.10 5.90 0.89
H -1.54 -6.14 -2.78
H -2.06 4.09 0.14
H -1.92 -3.00 -0.57
H 1.69 -4.07 -0.61
H 0.29 2.67 -2.78
H 2.01 -3.57 1.54
H -1.47 -3.87 -3.07
H 2.34 0.94 3.55
H -1.65 -0.63 3.99
H 2.46 -1.07 4.99
H -1.54 -1.05 1.58
H -1.35 -5.28 0.92
H -0.14 3.33 3.30
H 2.04 0.71 1.12
H 3.17 -1.74 -3.38
```

Calculated values
2S+1: 4
E (eV): -104000.052
<S²>: 3.78

***

Here is a structure of composition C40H40NO2SiTi at a distorted geometry from OMol25. Energies are from the ωB97M-V functional and the def2-TZVPD basis.

```
85
C40H40NO2SiTi, DFT the ωB97M-V functional and the def2-TZVPD basis
Ti 0.10 -0.16 0.25
Si -0.19 0.61 3.56
O -3.07 0.12 -4.71
O -0.20 0.66 1.92
N -1.58 1.81 -4.67
C 0.96 0.75 -5.35
C -2.05 -1.15 0.17
C -1.60 0.21 -2.80
C -3.55 0.86 6.00
C 0.91 1.93 4.29
C 1.18 -3.65 5.02
C 3.32 2.01 -4.55
C -0.57 -2.02 4.63
C -3.42 -1.55 -2.43
C 1.98 1.32 0.46
C 0.37 -1.08 4.16
C -0.18 -3.29 5.05
C -4.27 1.23 3.72
C 2.21 0.20 -5.71
C -4.58 1.11 5.08
C 3.10 2.93 4.61
C 1.62 0.04 -1.42
C -2.23 0.71 5.56
C 2.09 2.55 -4.20
C 1.18 3.90 5.70
C -1.24 -2.21 -3.46
C 3.39 0.84 -5.30
C 0.36 2.93 5.12
C 2.55 3.91 5.45
C -0.42 2.53 -4.16
C -1.92 0.84 4.19
C -1.35 -1.49 -1.05
C -1.91 -1.27 -2.44
C 2.44 0.00 0.73
C 1.72 -1.45 4.13
C 2.22 -0.79 -0.42
C -0.18 -2.24 -0.67
C 0.90 1.91 -4.58
C -2.16 0.69 -4.13
C 2.28 1.96 4.03
C 2.12 -2.73 4.55
C -1.36 -1.75 1.25
C 1.45 1.35 -0.86
C -2.95 1.11 3.28
C -0.18 -2.38 0.75
H -0.48 3.57 -4.53
H -0.72 2.94 5.30
H -1.99 0.89 -2.03
H -1.63 -1.75 4.67
H 2.73 1.22 3.36
H 4.24 2.51 -4.22
H -0.17 -2.02 -3.56
H 2.57 -1.81 -0.56
H 0.04 0.27 -5.69
H -5.06 1.42 2.99
H 0.55 -2.94 1.34
H 4.35 0.42 -5.59
H 1.44 -0.22 -2.46
H -1.72 -2.07 -4.44
H -3.60 -2.58 -2.11
H 3.20 4.66 5.91
H 2.01 3.48 -3.63
H -2.71 1.22 2.22
H -1.44 0.50 6.28
H -0.47 2.58 -3.06
H -1.40 -3.25 -3.15
H 2.23 -0.71 -6.31
H 2.07 2.19 1.12
H 0.74 4.66 6.36
H 3.18 -2.99 4.52
H -0.50 0.34 -2.83
H -2.99 -0.60 0.21
H -3.82 -1.41 -3.44
H 2.98 -0.33 1.63
H -2.05 2.18 -5.49
H 0.51 -2.70 -1.37
H -5.61 1.22 5.42
H -3.78 0.77 7.07
H -1.72 -1.80 2.27
H 1.49 -4.64 5.35
H -0.93 -4.00 5.40
H 4.18 2.93 4.40
H 1.06 2.22 -1.39
H -3.95 -0.86 -1.76
H 2.46 -0.74 3.78
```

Calculated values
Charge: +1
E (eV): -78705.252

***

Here is a cluster of 4 separate species, C40H41BO14 in total at a distorted geometry from OMol25. Energies are from the ωB97M-V functional and the def2-TZVPD basis.

```
96
C40H41BO14, DFT the ωB97M-V functional and the def2-TZVPD basis
O -0.03 -0.09 -2.69
O -6.79 8.17 2.55
O 5.43 -3.22 0.00
O -3.95 -1.28 4.64
O 4.35 -5.68 -0.35
O -0.92 -4.64 5.87
O -6.28 5.61 1.79
O -3.72 6.96 -1.90
O -3.19 -1.73 2.08
O -0.10 -5.03 3.33
O 7.80 -4.54 3.83
O 6.79 -7.02 3.43
O -1.52 -0.44 -4.42
O -4.16 9.51 -1.10
C -3.02 -2.21 4.37
C -6.03 7.93 1.46
C -1.41 2.23 -2.93
C 4.32 1.29 -1.10
C -4.99 6.21 -0.08
C 5.12 -0.07 -1.14
C 6.64 -3.80 1.93
C -4.67 8.63 -0.43
C 6.97 -4.77 2.79
C -4.47 7.20 -0.81
C 3.92 1.83 -2.54
C -1.63 -2.01 -2.63
C 1.28 2.10 -2.33
C -2.64 -2.40 2.94
C 5.74 -4.07 0.81
C -1.26 -4.52 -2.30
C -5.03 1.38 -0.33
C -3.87 2.45 1.76
C 6.68 0.13 -0.92
C -3.85 2.03 0.25
C -1.05 -4.11 3.59
C -1.61 -3.39 2.62
C -2.76 -2.00 -1.72
C -3.16 -3.28 -1.07
C -2.61 1.95 -1.97
C 6.45 -6.16 2.64
C -1.45 -3.94 5.02
C -2.65 2.30 -0.55
C -3.80 1.31 -2.58
C 2.48 1.22 -2.88
C -0.89 -3.26 -2.92
C -2.46 -2.94 5.34
C -2.39 -4.50 -1.36
C -5.50 8.92 0.75
C -5.79 6.49 1.10
C 7.49 -1.23 -1.09
C -4.99 1.04 -1.76
C 5.20 -5.46 0.68
C -1.07 -0.73 -3.35
C 5.53 -6.43 1.53
B -0.11 1.32 -2.68
H -7.04 7.29 2.89
H 4.61 1.41 -3.32
H -4.01 -3.28 -0.35
H -0.66 -5.44 -2.51
H 5.14 -7.43 1.44
H 6.84 0.49 0.14
H 8.07 -1.27 -2.05
H -0.02 -3.22 -3.63
H 2.33 1.08 -3.99
H -1.13 3.32 -2.78
H -5.66 9.96 1.00
H -4.68 3.19 1.97
H -2.84 2.85 2.00
H 4.27 -4.82 -0.82
H -5.94 1.15 0.27
H 8.24 -1.28 -0.25
H 1.35 2.05 -1.20
H 2.49 0.18 -2.44
H -4.04 1.55 2.41
H -5.89 0.54 -2.21
H -1.34 -3.50 1.58
H -2.73 -2.81 6.38
H -1.76 2.81 -0.11
H 3.44 1.16 -0.42
H 7.88 -5.40 4.29
H 7.10 0.87 -1.64
H -1.75 2.15 -4.00
H 4.90 -0.65 -2.08
H 6.83 -2.14 -1.02
H -4.85 5.17 -0.34
H -3.84 1.02 -3.65
H 4.76 -0.71 -0.29
H 0.14 -5.41 4.19
H -3.46 7.84 -2.24
H 7.02 -2.79 2.03
H 1.29 3.15 -2.72
H 4.98 2.09 -0.64
H 3.81 2.94 -2.58
H -4.20 -0.90 3.77
H -2.71 -5.43 -0.82
H -3.32 -1.07 -1.48
```

Calculated values
E (eV): -71483.657
SMILES: CCCCCCCB(Cc1cccc(C)c1)OC(=O)c1ccccc1.O=C1C=C(O)C(=O)C=C1O.O=C1C=C(O)C(=O)C=C1O.O=C1C=C(O)C(=O)C=C1O